Entry 1:
{"formula": "C16H21N3O4", "method": "wB97M-V/def2-TZVPD", "species": ["O", "C", "C", "C", "N", "C", "O", "O", "C", "C", "C", "C", "C", "C", "N", "C", "C", "N", "C", "C", "O", "C", "C", "H", "H", "H", "H", "H", "H", "H", "H", "H", "H", "H", "H", "H", "H", "H", "H", "H", "H", "H", "H", "H"], "xyz": [[0.347383, 3.098547, 0.161733], [-0.222307, 2.034356, 0.040829], [-1.716285, 1.876170, 0.342514], [-2.512707, 1.298308, -0.840899], [-3.233137, 0.099665, -0.481647], [-2.633767, -1.128861, -0.354687], [-1.466457, -1.373598, -0.533038], [-3.563314, -2.040691, 0.012545], [-4.758782, -1.386063, 0.137741], [-5.988192, -1.892433, 0.496566], [-7.041712, -0.989959, 0.551520], [-6.860725, 0.355549, 0.260623], [-5.622091, 0.863276, -0.100941], [-4.570276, -0.030684, -0.161075], [0.367387, 0.898823, -0.369277], [1.780511, 0.806562, -0.646495], [2.489893, -0.040274, 0.417420], [3.916183, -0.117795, 0.162459], [4.694386, -0.369414, 1.363534], [6.181111, -0.301182, 1.013441], [6.521530, -1.243443, 0.024130], [5.753658, -1.031752, -1.136626], [4.256368, -1.113467, -0.839668], [-1.810413, 1.212210, 1.204699], [-2.098400, 2.855598, 0.629038], [-3.240789, 2.021037, -1.210415], [-1.834766, 1.041394, -1.660207], [-6.116611, -2.937503, 0.722616], [-8.021835, -1.344054, 0.829176], [-7.704154, 1.025897, 0.318540], [-5.488627, 1.910033, -0.320984], [-0.159046, 0.030631, -0.392949], [1.920074, 0.368909, -1.638644], [2.188856, 1.818820, -0.639768], [2.340424, 0.444073, 1.385469], [2.021964, -1.039522, 0.459637], [4.463040, 0.398290, 2.104355], [4.470167, -1.361906, 1.794334], [6.795079, -0.535431, 1.884824], [6.416800, 0.713168, 0.658466], [6.050282, -1.806307, -1.846047], [5.980069, -0.040520, -1.557490], [3.698649, -0.913326, -1.754900], [4.010581, -2.133132, -0.490464]], "atomic_forces_ev_per_a": [[0.190, 0.402, 0.083], [-0.575, -0.082, 0.109], [0.200, 0.237, -0.053], [0.210, 0.025, 0.050], [-0.163, -0.488, -0.064], [0.476, 0.704, -0.249], [0.077, -0.293, 0.036], [-0.030, -0.431, 0.080], [-0.574, 0.800, -0.016], [0.487, -0.063, -0.094], [-0.112, 0.108, 0.005], [-0.155, -0.070, 0.045], [0.295, -0.068, -0.047], [-0.494, -0.468, 0.190], [0.222, -0.531, -0.101], [0.246, 0.032, 0.134], [-0.048, 0.216, -0.198], [-0.061, -0.044, 0.064], [0.340, 0.032, -0.095], [-0.201, 0.111, 0.345], [0.067, -0.156, 0.023], [-0.297, -0.077, -0.251], [0.347, 0.055, -0.086], [-0.050, 0.007, -0.015], [0.096, -0.060, 0.014], [0.065, -0.088, -0.023], [-0.157, 0.062, 0.051], [-0.023, -0.141, 0.032], [-0.091, -0.035, 0.026], [-0.080, 0.054, 0.006], [0.015, 0.130, -0.026], [-0.125, 0.187, 0.001], [0.054, 0.079, 0.025], [-0.002, -0.156, -0.059], [-0.044, -0.045, -0.020], [0.027, 0.022, 0.089], [0.004, -0.034, 0.029], [-0.002, 0.057, 0.018], [-0.048, 0.079, -0.025], [-0.005, -0.056, 0.064], [-0.048, 0.084, -0.012], [-0.019, -0.087, -0.012], [0.005, -0.062, -0.036], [-0.020, 0.051, -0.039]], "mulliken_charge": [-0.68, 0.63, -0.64, -1.01, 0.20, 0.35, -0.75, -0.42, 0.51, -0.91, -0.45, -0.69, -0.79, 1.22, 0.15, -0.98, -0.61, 0.11, -0.55, -0.64, -0.38, -0.74, -0.42, 0.35, 0.31, 0.42, 0.51, 0.45, 0.38, 0.39, 0.37, 0.21, 0.28, 0.40, 0.31, 0.30, 0.40, 0.32, 0.35, 0.35, 0.36, 0.35, 0.32, 0.34], "lumo_energy_ev": 0.613, "orbital_gap_ev": 9.30, "smiles": "O=C(CCn1c(=O)oc2ccccc21)NCCN1CCOCC1", "total_charge": 0, "spin_multiplicity": 1, "fmax_ha_per_bohr": 0.019, "e_above_lowest_kcal_mol": 32.86, "total_energy_ha": -1087.55743}

***

Entry 2:
{"formula": "C16H21NO6S", "method": "wB97M-V/def2-TZVPD", "species": ["C", "H", "O", "C", "H", "C", "H", "O", "C", "H", "C", "H", "H", "O", "C", "C", "C", "C", "C", "C", "H", "H", "C", "N", "C", "C", "H", "H", "H", "C", "H", "H", "S", "C", "O", "O", "H", "O", "H", "H", "H", "H", "H", "H", "H"], "xyz": [[3.787971, -2.902185, 2.271380], [3.547259, -1.756039, 1.935173], [2.587800, -3.604788, 2.256752], [1.970729, -3.743719, 1.130439], [1.868516, -2.704404, 0.778286], [0.778101, -4.712314, 1.503506], [0.094529, -4.218920, 2.312415], [0.071523, -5.097981, 0.146636], [-0.674101, -4.149855, -0.521600], [-1.632543, -4.530164, -0.696206], [-0.176149, -3.746224, -1.805662], [0.544106, -4.585832, -2.267343], [-0.575157, -3.231114, -2.456258], [0.841873, -2.626025, -1.541630], [0.621998, -1.337320, -1.375313], [-0.785752, -0.984744, -1.122226], [-0.970015, 0.496495, -0.856518], [-0.008417, 1.310092, -0.637341], [1.208433, 0.958282, -0.883008], [1.493694, -0.494029, -0.954645], [2.659199, -0.824774, -1.137372], [1.977288, 1.418245, -0.499621], [-0.432535, 2.683657, -0.473212], [-1.606122, 3.084586, -0.185753], [-1.618716, 4.575992, -0.321905], [-2.635586, 5.322025, -1.009445], [-3.422641, 4.829864, -0.810157], [-2.374135, 5.139332, -2.124131], [-2.696908, 6.219070, -0.629891], [-0.219243, 5.280987, -0.028875], [-0.192343, 5.910289, -1.062309], [0.115742, 5.788225, 0.710589], [0.943045, 3.920900, -0.336108], [-2.065824, 4.774131, 1.441029], [-1.940872, 5.723993, 2.092479], [-3.135191, 3.720528, 1.726756], [-2.822734, 3.058354, 1.002995], [-2.503123, 0.745879, -0.766978], [-2.433575, 1.731097, -0.840790], [-1.723063, -1.721798, -1.412439], [-0.970632, -3.177901, 0.399970], [0.912468, -5.784197, 2.065403], [2.592093, -4.350931, 0.379289], [4.459643, -2.964909, 3.262488], [4.539367, -3.441858, 1.341150]], "atomic_forces_ev_per_a": [[2.719, 0.721, -2.450], [0.922, -2.500, 0.861], [3.418, -0.107, 6.417], [-0.986, -2.551, -3.268], [-1.432, -0.509, -0.968], [-2.376, -0.567, -0.747], [0.578, -0.394, -2.000], [1.771, -0.245, 2.860], [-1.979, 2.671, 4.770], [-1.860, -0.970, -0.065], [9.243, -2.601, 4.523], [-1.859, 1.782, 1.007], [-6.047, 3.636, -6.572], [3.102, -1.874, -0.715], [-9.140, -4.344, 1.161], [-0.434, 3.085, -1.594], [-9.900, -10.779, -1.417], [-1.887, 6.134, 0.381], [2.634, -8.153, -0.066], [7.816, 5.723, -1.240], [-2.932, 0.951, 0.866], [4.137, 3.278, 1.216], [2.413, 1.478, 1.648], [1.052, 2.364, -3.577], [2.049, -0.264, 9.844], [5.351, -2.753, -5.617], [-6.433, -3.303, 0.957], [-0.755, 1.210, 1.352], [-0.115, 5.086, 1.206], [-1.746, -3.608, -11.394], [0.627, -0.651, 2.580], [0.914, 3.375, 5.397], [-0.917, -1.031, -0.438], [-4.768, -3.041, -2.769], [0.796, 1.154, 1.305], [3.609, 1.187, -1.648], [-1.087, 0.913, 1.726], [4.871, 0.651, -0.496], [-1.054, -0.643, 0.302], [2.608, 2.448, 1.029], [1.043, -2.387, -3.270], [0.773, 2.664, -1.982], [-0.566, 0.919, 0.453], [-2.226, 0.073, -2.104], [-1.946, 1.770, 2.538]], "mulliken_charge": [-0.53, 0.20, -0.37, 0.52, -0.22, -0.46, 0.26, -0.45, -0.26, 0.44, -1.16, 0.18, 0.96, -0.48, 0.63, -0.07, 0.38, 0.06, -1.38, -0.13, 0.28, 0.58, 0.32, -0.75, 0.79, -1.98, 0.59, 0.35, 0.53, -0.68, 0.26, 0.68, -0.26, 0.42, -0.43, -0.58, 0.55, -0.64, 0.46, 0.24, 0.29, 0.25, 0.16, 0.25, 0.22], "lumo_energy_ev": -0.217, "orbital_gap_ev": 8.62, "total_charge": 0, "spin_multiplicity": 1, "fmax_ha_per_bohr": 0.286, "e_above_lowest_kcal_mol": 364.21, "total_energy_ha": -1526.14710}

***

Question: What is the formula in the second record?
Answer: C16H21NO6S